1.
The following is a DFT calculation (ωB97M-V/def2-TZVPD) of a 2-piece molecular cluster, C3H9N2O overall in a non-equilibrium geometry.

Calculated values
- Net charge: +1
- E_tot: -304.09437 hartree
- E_HOMO: -13.58 eV
- HOMO-LUMO gap: 10.23 eV
- F_max: 3.60 eV/Å

Last columns: bonded neighbours and bond lengths (Å).
CARTESIAN COORDINATES (ANGSTROEM)
1 H 1.18 1.16 1.51  C6 1.029
2 N -1.06 -1.07 0.63  H5 1.065, H10 1.059, C11 1.458, H12 1.162
3 N -2.00 0.65 -0.59  H4 1.053, H8 0.991, C11 1.260
4 H -2.27 0.03 -1.40  N3 1.053
5 H -1.59 -1.95 0.37  N2 1.065
6 C 1.56 1.21 0.56  H1 1.029, C9 1.296, H13 1.126
7 H 2.27 0.52 -1.33  C9 1.115
8 H -2.47 1.52 -0.64  N3 0.991
9 C 1.82 0.31 -0.33  C6 1.296, H7 1.115, O15 1.434
10 H -0.78 -1.13 1.65  N2 1.059
11 C -1.55 0.30 0.53  N2 1.458, N3 1.260
12 H -0.03 -1.21 0.11  N2 1.162
13 H 1.75 2.25 0.15  C6 1.126
14 H 1.71 -1.52 -1.00  O15 0.954
15 O 1.44 -1.07 -0.21  C9 1.434, H14 0.954

2.
The following is a DFT calculation (ωB97M-V/def2-TZVPD) of a 2-piece molecular cluster, C3H9N2O overall.

Calculated values
- Net charge: +1
- E_tot: -304.14488 hartree
- E_HOMO: -13.69 eV
- HOMO-LUMO gap: 7.93 eV
- F_max: 0.99 eV/Å

Last columns: bonded neighbours and bond lengths (Å).
CARTESIAN COORDINATES (ANGSTROEM)
1 H -1.71 -0.43 1.08  N8 1.010
2 H 1.44 1.58 2.19  C13 1.085
3 H 0.35 0.89 0.80  C13 1.079
4 H 0.05 -1.20 -0.30  C14 1.097
5 N 1.93 -0.23 1.54  H7 1.014, H12 1.016, C13 1.270
6 H -2.25 -1.81 0.47  N8 1.021
7 H 2.69 -0.29 2.20  N5 1.014
8 N -2.01 -0.85 0.21  H1 1.010, H6 1.021, C14 1.470
9 C -0.68 0.49 -1.38  O10 1.205, C14 1.514, H15 1.100
10 O 0.41 0.98 -1.52  C9 1.205
11 H -1.14 -1.56 -1.56  C14 1.092
12 H 1.78 -1.05 0.96  N5 1.016
13 C 1.20 0.80 1.47  H2 1.085, H3 1.079, N5 1.270
14 C -0.89 -0.87 -0.75  H4 1.097, N8 1.470, C9 1.514, H11 1.092
15 H -1.57 1.00 -1.76  C9 1.100

no.,LUMO energy (eV)
1,-3.35
2,-5.76